The following is a quantum chemistry calculation of a cluster of 10 separate species, C42H62N10O14 in total in a non-equilibrium geometry, from the OMol25 dataset.

Each line ends with the Löwdin charge.
Geometry (Å):
O -0.3124 1.5110 -5.2016  0.0855
N 0.1519 2.3701 -4.5098  -0.3264
O -0.3834 3.4728 -4.3189  0.0550
C 1.5904 2.1610 -3.9908  -0.1285
C 2.2563 3.2608 -3.3319  -0.0166
C 3.6416 3.1896 -3.1242  -0.0535
C 4.3742 2.0279 -3.4766  -0.0560
C 3.6537 0.9318 -3.9364  -0.0778
C 2.2695 1.0384 -4.2920  -0.0289
H 1.6630 4.0633 -2.9664  0.0809
H 4.1438 4.0877 -2.7513  0.1145
H 5.4406 1.9746 -3.2421  0.1139
H 4.1681 0.0536 -4.3163  0.1053
H 1.8559 0.3087 -4.9960  0.1281
O -3.3564 5.2422 5.4344  0.0670
N -2.2099 5.0196 5.0733  -0.3353
O -1.2142 5.4634 5.6360  0.0636
C -2.0486 4.0921 3.8987  -0.1369
C -3.1461 3.3778 3.4495  0.0211
C -2.8404 2.3465 2.5548  -0.0531
C -1.5957 2.2007 2.0086  -0.1037
C -0.5382 2.9900 2.3926  -0.0471
C -0.7798 3.9694 3.3628  0.0013
H -4.1213 3.5030 3.8565  0.1122
H -3.6054 1.6863 2.1679  0.1156
H -1.5606 1.3490 1.3423  0.0874
H 0.4665 2.9379 1.9493  0.0810
H -0.0007 4.6270 3.7501  0.1148
O 2.8815 4.6131 2.7117  0.0917
N 2.8129 4.7321 1.5075  -0.3676
O 3.5435 4.2683 0.6766  0.0874
C 1.7606 5.5818 0.9653  -0.1868
C 1.2185 5.2759 -0.2713  0.0139
C 0.1525 6.1135 -0.6332  -0.0683
C -0.3838 7.1393 0.0689  -0.0652
C 0.2266 7.4178 1.2858  -0.0335
C 1.3269 6.6376 1.7122  -0.0038
H 1.6828 4.6013 -0.9334  0.0739
H -0.3079 5.8655 -1.5879  0.1134
H -1.2531 7.6578 -0.2050  0.1009
H -0.1066 8.2765 1.8237  0.1023
H 1.8397 6.9046 2.6428  0.1313
O -1.2728 -0.8129 2.9218  0.0778
N -0.1787 -0.9823 3.4522  -0.3276
O 0.8687 -0.5682 3.0833  0.0948
C -0.1781 -1.5271 4.8442  -0.1735
C -1.0958 -2.4920 5.1271  -0.0212
C -1.1270 -3.2218 6.3272  -0.0404
C -0.3373 -2.6782 7.3525  -0.0804
C 0.5014 -1.5842 7.0954  -0.0697
C 0.6375 -1.0081 5.8122  -0.0103
H -1.6342 -2.8469 4.2148  0.1105
H -1.7461 -4.1408 6.4169  0.1231
H -0.3047 -3.1405 8.3384  0.1040
H 1.1407 -1.1193 7.8641  0.1112
H 1.2727 -0.1675 5.5979  0.1171
C -5.2776 -0.4670 -2.5075  -0.0362
N -6.6171 -0.2829 -1.9162  -0.1886
C -6.6767 0.5156 -0.6999  -0.0406
C -7.7114 -0.8495 -2.4203  -0.3392
O -8.8555 -0.7648 -1.9489  -0.0273
H -4.7808 0.4255 -2.7926  0.0803
H -5.3951 -1.0671 -3.4060  0.0553
H -4.7065 -1.0467 -1.8334  0.0728
H -6.0373 1.3318 -0.9655  0.0689
H -7.7547 0.7308 -0.5400  0.0943
H -6.2094 0.0481 0.2011  0.0961
H -7.5027 -1.3901 -3.3274  0.1258
C -1.1956 -3.7396 -1.3585  -0.0486
N -0.7773 -3.9336 0.0928  -0.1382
C 0.2203 -4.9823 0.3024  -0.0785
C -1.7797 -3.6432 1.0367  -0.3025
O -1.7732 -4.0054 2.1941  0.0056
H -2.0347 -3.0608 -1.4560  0.0578
H -1.3510 -4.6818 -1.9096  0.0880
H -0.4363 -3.2508 -1.9913  0.0695
H 0.0562 -5.8257 -0.4402  0.0994
H 1.2351 -4.5270 0.0561  0.0908
H 0.2366 -5.5451 1.2021  0.0597
H -2.4650 -2.9198 0.6449  0.1185
C 2.6998 -4.2072 4.4439  -0.0283
N 3.1424 -3.2670 3.3616  -0.1801
C 4.3346 -2.4544 3.4966  -0.0513
C 2.5836 -3.4671 2.1392  -0.3276
O 2.8190 -2.7463 1.1592  -0.0263
H 1.7647 -4.7010 4.1763  0.0827
H 2.5792 -3.6962 5.3663  0.0601
H 3.4412 -5.0274 4.6135  0.0971
H 4.2437 -2.0989 4.5397  0.0910
H 5.3016 -2.9565 3.2272  0.1015
H 4.2520 -1.5768 2.8020  0.0956
H 1.8394 -4.2417 2.2054  0.0964
C 4.4845 -1.8291 -1.9525  -0.0848
N 3.8181 -2.6573 -2.9115  -0.1719
C 4.4392 -4.0227 -3.1030  0.0084
C 2.5619 -2.3653 -3.2842  -0.3233
O 1.8074 -3.1319 -3.9034  -0.0260
H 4.5050 -2.3141 -0.9602  0.0821
H 3.9414 -0.8733 -1.8318  0.0743
H 5.5406 -1.6112 -2.2105  0.0962
H 3.9637 -4.5803 -3.8851  0.0783
H 5.4777 -3.8681 -3.3814  0.0832
H 4.4132 -4.4842 -2.1345  0.0819
H 2.2053 -1.3371 -3.0301  0.1217
C -0.9177 -2.7416 -5.4857  -0.0519
N -2.0540 -2.0395 -4.9339  -0.1637
C -1.8684 -1.0221 -3.9307  -0.0488
C -3.2297 -2.1513 -5.5476  -0.3601
O -4.2514 -1.6013 -5.2092  0.0045
H -1.0843 -3.2970 -6.3459  0.0627
H -0.2750 -3.2518 -4.7752  0.0547
H -0.1859 -1.9406 -5.7247  0.0918
H -2.2151 0.0368 -4.1574  0.1145
H -2.3387 -1.3559 -3.0649  0.0344
H -0.7908 -0.9688 -3.7120  0.0852
H -3.2721 -2.9005 -6.3979  0.1466
C 1.6008 1.0238 0.0294  -0.0180
N 0.3165 0.7493 -0.6492  -0.1594
C -0.3226 1.9252 -1.2431  -0.0302
C -0.3899 -0.3531 -0.4070  -0.3751
O -1.5038 -0.5492 -0.8239  0.0096
H 2.3188 1.4021 -0.7529  0.0926
H 2.0202 0.0540 0.2558  0.0695
H 1.4352 1.7188 0.9043  0.0803
H 0.4011 2.5982 -1.6912  0.0448
H -1.0694 1.6208 -2.0228  0.1002
H -0.9164 2.4190 -0.4307  0.0893
H 0.1195 -0.9808 0.3223  0.1239

Atomic forces in eV per Å
-0.2 -0.8 -0.1
0.9 1.9 0.1
0.9 -1.5 0.3
-0.3 2.5 0.9
0.3 -2.0 -0.7
-0.7 0.1 -0.4
-1.1 0.0 0.9
-0.4 0.5 -1.3
1.4 -1.0 -0.8
-0.2 0.8 -0.2
-0.1 -0.5 0.1
-0.4 0.0 -0.4
0.0 0.0 0.4
-0.1 0.0 0.7
0.6 -0.1 -0.2
-0.3 0.1 0.2
-0.6 -0.4 -0.8
0.1 0.7 0.5
1.1 -1.0 -0.1
-1.4 1.0 0.1
0.1 -1.2 -0.2
0.6 1.2 0.2
0.4 -0.2 0.1
-0.5 0.2 0.3
-0.2 0.1 0.3
0.7 0.1 -0.2
-0.7 -0.1 0.3
-0.1 -0.3 -0.2
0.2 -0.4 0.1
-0.5 1.2 0.1
1.1 -1.1 -0.3
-0.4 -0.4 -0.3
-0.8 2.4 1.2
0.0 -2.3 -2.7
1.2 -0.3 2.2
1.1 -0.5 -0.3
-1.0 1.6 1.0
0.1 -0.9 -0.4
0.0 0.1 0.0
-0.9 0.6 -0.7
0.0 0.3 0.7
-0.3 -0.3 -0.3
0.9 -0.6 -0.2
-2.3 0.6 2.3
1.8 0.6 -1.5
-0.6 0.1 -0.3
-1.0 -2.6 -1.7
0.2 1.1 -0.2
0.3 -0.3 -0.1
0.7 0.8 -0.4
-0.3 -0.4 1.0
0.0 0.2 1.1
0.5 1.0 0.1
-0.1 0.2 -0.2
-0.6 -0.6 -0.1
0.3 0.0 0.1
-2.2 -1.2 -0.5
1.3 0.2 0.6
-0.4 -0.7 -0.2
-1.8 0.3 0.7
1.4 -0.1 -0.4
0.3 1.1 0.0
0.1 0.1 -0.1
1.0 -0.4 0.8
-0.1 1.2 0.4
0.9 0.3 0.2
-0.5 -0.1 -0.7
0.0 -0.4 -0.7
1.2 0.1 0.1
-2.1 -0.3 -0.6
1.1 -0.1 -2.9
2.4 -0.4 -0.4
0.1 -0.2 0.0
-0.3 -0.2 0.4
-0.4 0.0 0.7
0.3 0.0 0.7
0.1 1.1 0.4
-1.1 -0.7 0.5
-0.4 0.4 1.4
-0.8 0.5 -0.4
1.5 -0.5 -1.2
-0.6 -1.8 -0.2
-0.3 1.0 0.0
0.8 2.4 0.0
-0.2 -1.4 0.7
0.0 0.3 -0.1
-0.2 0.7 0.8
-0.3 0.6 -0.2
0.9 0.0 -0.5
-0.9 0.1 0.6
-0.1 -0.8 0.7
-0.6 -0.4 -0.6
0.5 0.7 1.0
0.5 -1.0 -0.5
-0.3 2.1 0.2
-1.4 -1.0 -1.0
1.0 0.9 0.7
-0.1 0.1 -0.3
0.3 -0.4 -0.1
-0.6 -0.1 -0.2
-0.6 -0.2 -0.1
0.1 0.1 0.0
-0.1 -0.7 0.3
0.4 -0.5 0.2
2.4 2.8 1.6
0.0 -0.4 -1.1
1.2 1.2 -0.6
-0.7 -1.4 -0.7
-0.6 0.8 0.1
-0.8 -1.0 -1.4
-0.7 -0.7 0.4
-0.2 -0.3 -0.6
0.2 -1.5 -0.3
-0.9 -0.2 1.7
-0.3 0.0 0.0
0.4 0.6 0.6
-0.3 0.1 -1.2
1.3 1.9 -0.5
-1.6 -0.6 0.2
0.4 0.3 1.0
-1.2 -0.5 -0.5
-0.7 0.3 0.9
0.1 -0.2 0.9
0.7 -0.9 -1.0
0.1 -0.1 0.3
0.7 0.1 0.7
0.5 0.1 -0.8
0.2 -0.8 0.0

- SMILES: O=[N+]([O-])c1ccccc1.O=[N+]([O-])c1ccccc1.O=[N+]([O-])c1ccccc1.O=[N+]([O-])c1ccccc1.CN(C)C=O.CN(C)C=O.CN(C)C=O.CN(C)C=O.CN(C)C=O.CN(C)C=O
- Gap between HOMO and LUMO: 7.725 eV
- Energy relative to the best compared isomer or geometry (same formula, charge and spin): 83.12 kJ/mol


The following is a quantum chemistry calculation of a cluster of 2 separate species, C4H6N2 in total in a non-equilibrium geometry, from the OMol25 dataset.

Each line ends with the Löwdin charge.
Geometry (Å):
H -0.4026 -2.8202 0.4298  0.0538
N 0.4258 -2.5137 -0.0728  0.1265
C 0.9646 -1.4969 0.3589  -0.4672
C 1.9662 -0.5351 0.4058  -0.0147
N 1.0582 -0.4071 1.3102  0.2025
H 2.9059 -0.1361 0.0915  0.1014
C -1.2380 0.6662 -0.3898  -0.1134
C -1.0635 1.9654 -0.4554  -0.0772
H -0.9766 0.0097 -1.1986  0.0455
H -1.6429 0.1976 0.4878  0.0474
H -1.3288 2.6181 0.3715  0.0495
H -0.6683 2.4522 -1.3389  0.0460

Atomic forces in eV per Å
0.0 0.2 0.1
-0.7 -1.4 -0.6
1.1 1.6 0.7
-0.5 -0.9 -0.1
0.0 -0.2 0.0
0.4 0.6 0.1
-0.1 -0.2 0.0
0.0 0.7 0.0
0.1 -0.2 -0.3
-0.1 -0.1 0.3
0.0 -0.1 -0.1
0.0 0.0 0.0

- SMILES: [H]/N=c1/cn1.C=C
- Gap between HOMO and LUMO: 10.118 eV
- Energy relative to the best compared isomer or geometry (same formula, charge and spin): 385.38 kJ/mol